C7H12O4S2 | ωB97M-V/def2-TZVPD

For the HOMO energy, the calculation gives -8.82 eV. For the energy, the calculation gives -37311.3478 eV. Its spin multiplicity is 1. The calculation puts the orbital gap at 0.3486 Eh.

Last column: Löwdin charge in e.
Atoms and positions in Å:
1 C -0.412 -0.744 0.008  -0.533
2 C 0.153 2.960 0.423  -0.408
3 C -1.122 2.360 0.919  -0.379
4 C -0.206 0.701 -0.820  -0.585
5 C -0.123 0.379 -2.269  -0.093
6 C 1.344 -3.212 1.316  -0.044
7 C 0.455 -2.923 0.087  -0.177
8 O -1.483 -1.016 0.470  0.063
9 O 1.485 0.991 1.335  -0.491
10 O -2.247 2.399 -1.347  -0.516
11 O 0.609 -1.521 -0.179  -0.001
12 S 1.236 1.615 0.048  0.953
13 S -1.851 1.342 -0.374  0.991
14 H -0.079 3.574 -0.475  0.110
15 H 0.666 3.649 1.073  0.093
16 H -0.843 1.660 1.877  0.151
17 H -1.849 3.082 1.320  0.101
18 H -0.032 1.354 -2.893  0.132
19 H -1.013 -0.052 -2.607  0.070
20 H 0.692 -0.305 -2.406  0.081
21 H 1.118 -4.167 1.739  0.058
22 H 2.427 -3.083 1.002  0.099
23 H 1.080 -2.485 2.136  0.103
24 H -0.537 -3.071 0.433  0.098
25 H 0.529 -3.487 -0.820  0.124